The following is a DFT calculation (wB97M-V/def2-TZVPD) of a molecular structure, C11H18BMnN2O2S4Sb at a distorted geometry.

```
40
Properties=species:S:1:pos:R:3:forces:R:3:mulliken_charge:R:1
Mn -1.53627 -1.33717 0.61379 -0.40 1.98 -1.75 0.2038
S -4.67603 -2.54522 2.12633 0.80 -0.09 -0.17 -0.5444
Sb -2.49679 -3.19664 2.08303 -1.36 -1.80 1.79 0.7135
S -1.19132 -1.10233 2.68461 0.12 -0.13 0.21 -0.4678
S -1.81186 -3.13887 -0.39108 0.25 -0.48 0.00 -0.4757
S -1.59916 -5.01518 3.07936 -0.19 0.64 -0.44 -0.5486
N -4.33348 3.63454 -1.57384 0.06 -0.06 0.01 -0.4357
C -3.67241 2.55745 -1.10468 0.11 -0.19 0.07 1.1965
C -3.65720 1.33921 -1.80456 -0.04 0.13 -0.02 -0.7298
C -2.98181 0.26878 -1.28703 0.01 -0.13 -0.03 -0.4413
N -2.31586 0.30895 -0.11559 -0.12 0.38 0.11 -0.1273
C -2.30156 1.48421 0.54428 0.07 -0.04 0.07 -0.2977
C -2.94933 2.60282 0.09905 -0.04 0.08 -0.04 -0.8168
H -4.88153 3.56892 -2.41125 -0.03 0.07 0.01 0.1950
H -4.37239 4.47968 -1.03566 -0.05 0.04 -0.04 0.1955
H -4.17932 1.23812 -2.74624 0.01 -0.03 0.00 0.3259
H -2.95786 -0.67117 -1.81907 -0.04 -0.05 0.05 0.5155
H -1.73690 1.50401 1.46502 -0.05 -0.04 0.03 0.3693
H -2.90459 3.51239 0.68271 0.01 -0.01 0.01 0.3263
C 2.98780 -1.97252 -1.15033 -0.10 0.06 0.12 -1.9476
C 2.53932 -1.26887 0.12604 0.10 -0.03 -0.22 1.4489
C 3.46055 -1.61291 1.28155 -0.11 0.04 -0.04 -1.7623
O 1.21048 -1.76693 0.43340 0.05 -0.02 -0.09 -0.3566
B 0.31050 -0.84156 -0.00086 1.32 -0.41 0.48 1.2543
O 0.88255 0.29359 -0.48692 -0.65 0.16 -0.20 -0.4607
C 2.27929 0.25836 -0.07728 0.28 0.03 0.22 1.6210
C 2.35741 1.04867 1.22736 -0.17 -0.09 -0.16 -1.8966
C 3.11959 0.92155 -1.15055 -0.16 -0.04 0.01 -1.7755
H 2.95526 -3.04825 -0.98290 0.01 0.00 0.00 0.5114
H 4.00528 -1.68805 -1.41976 -0.01 -0.01 -0.04 0.3621
H 2.31232 -1.73522 -1.97328 0.06 -0.01 -0.05 0.3406
H 3.61809 -2.69025 1.30957 0.01 0.00 0.00 0.4585
H 3.02173 -1.31179 2.23071 0.05 0.02 0.00 0.3406
H 4.42760 -1.12231 1.15727 0.02 -0.02 0.01 0.3485
H 1.75130 0.56759 1.99695 0.05 0.02 0.05 0.3272
H 1.95414 2.04598 1.04922 0.05 0.02 0.02 0.4992
H 3.38542 1.13838 1.57607 -0.01 -0.01 0.03 0.3649
H 2.96432 0.45491 -2.12132 0.04 0.01 0.01 0.3616
H 4.17738 0.86578 -0.89052 0.01 -0.01 -0.01 0.3412
H 2.83530 1.97134 -1.22358 0.04 0.01 -0.01 0.4633
```
Positions in Å, forces in eV/Å.

Results
M: 526.06 Da
2S+1: 4
calculated total energy: -3698.88104 a.u.
total charge: 0
highest occupied orbital energy (spin up / spin down): -7.820 / -7.811 eV
orbital gap (spin up / spin down): 5.76 / 6.79 eV

***

The following is a DFT calculation (wB97M-V/def2-TZVPD) of a molecular structure, C11H18BN6O2Re at a distorted geometry.

```
39
Properties=species:S:1:pos:R:3:forces:R:3:mulliken_charge:R:1
Re -0.10676 0.26187 0.58352 0.11 -1.05 -0.54 1.6351
C 2.91295 0.39499 -0.41168 0.00 0.02 -0.01 -0.8517
O 1.97635 0.51433 0.70952 -0.03 0.03 0.06 -0.3336
C 2.52443 0.01271 1.96475 0.01 -0.03 -0.01 -0.5447
C 1.59460 0.47788 3.04661 -0.06 0.04 -0.04 -0.5092
O 0.22253 0.19711 2.57470 0.02 -0.04 -0.05 -0.6215
C -0.79818 0.32930 3.63262 0.00 -0.05 -0.01 -0.6252
H 3.21127 -0.64702 -0.51408 0.00 0.00 -0.01 0.3497
H 3.77452 1.02620 -0.20549 0.01 -0.01 0.00 0.3341
H 2.38905 0.73301 -1.30170 0.00 0.00 0.00 0.3811
H 3.52123 0.42844 2.11243 0.00 0.00 0.00 0.4514
H 2.58070 -1.07557 1.90337 0.00 0.00 0.00 0.3855
H 1.65774 1.54976 3.23549 0.03 0.00 0.01 0.3500
H 1.74669 -0.08129 3.96838 0.03 0.02 0.01 0.5041
H -0.45812 -0.24986 4.48721 -0.01 -0.01 0.00 0.3742
H -1.71694 -0.08398 3.23382 -0.01 0.01 0.00 0.2391
H -0.90201 1.38294 3.88284 0.00 0.00 0.02 0.3087
N -4.35072 0.21131 0.24553 0.01 0.00 0.00 0.1517
C -3.28593 -0.48362 0.61670 0.00 0.02 0.07 -0.2066
N -2.21304 0.29434 0.45253 0.02 0.03 -0.05 -0.3118
C -2.73387 1.47058 -0.04129 0.01 -0.03 -0.04 0.1408
N -4.02547 1.44812 -0.17061 0.01 0.01 0.00 -0.5425
C -1.80823 2.54997 -0.36450 -0.05 -0.02 0.02 0.8647
C -2.16601 3.79162 -0.86224 -0.01 -0.01 0.00 -0.3673
N -1.24630 4.70981 -1.13733 -0.01 0.01 0.00 -0.3785
C 0.02844 4.41340 -0.92555 0.02 -0.01 0.00 -0.4339
C 0.41800 3.17417 -0.43078 0.03 0.02 -0.02 -0.1314
N -0.50493 2.23955 -0.14631 0.04 -0.10 0.06 -0.0454
H -5.32291 -0.08156 0.23962 0.00 0.00 0.00 0.2291
H -3.31052 -1.49822 0.98195 0.00 0.00 0.01 0.5139
H -3.20640 4.04019 -1.03883 0.00 0.00 0.00 0.4813
H 0.76670 5.17294 -1.15310 0.00 0.00 0.00 0.3985
H 1.45584 2.92937 -0.25502 0.00 0.01 0.01 0.4938
B -0.33070 -3.98966 -0.93272 -0.74 1.45 0.72 -0.1845
C -0.12729 -2.63383 -0.41259 0.03 -2.87 -1.44 0.5440
N 0.01654 -1.56287 0.06650 -0.08 3.03 1.56 -0.6477
H 0.81110 -4.60834 -1.00289 0.14 0.01 -0.53 0.2738
H -1.35218 -4.56572 -0.92005 0.12 -0.19 -0.08 0.0588
H 0.56893 -4.26730 -1.83186 0.39 -0.29 0.28 0.2720
```
Positions in Å, forces in eV/Å.

Results
M: 463.32 Da
2S+1: 2
calculated total energy: -1010.90707 a.u.
total charge: +3
highest occupied orbital energy (spin up / spin down): -18.336 / -18.159 eV
orbital gap (spin up / spin down): 6.06 / 6.01 eV

***

The following is a DFT calculation (wB97M-V/def2-TZVPD) of a molecular structure, C11H18BrLiO3PS3 at a distorted geometry.

```
38
Properties=species:S:1:pos:R:3:forces:R:3:mulliken_charge:R:1
Li 0.99986 0.35065 -0.25832 0.11 0.25 -0.25 0.5881
C 3.32464 -1.48001 -4.25577 -0.02 -0.07 0.12 -1.0087
C 2.47563 -2.62449 -3.72542 0.04 0.14 -0.12 -0.3231
O 2.75215 -2.89849 -2.36845 -0.30 -0.07 0.35 -0.3848
P 1.96307 -2.17417 -1.08782 0.68 -1.23 -0.63 0.5530
S 0.12727 -1.75717 -1.68746 0.18 0.25 0.13 -0.5296
S 3.21844 -0.91944 -0.27645 -0.31 0.27 -0.07 -0.5069
O 1.96429 -3.47123 -0.09831 -0.07 0.20 0.02 -0.4471
C 1.17162 -4.61372 -0.38307 -0.10 -0.10 -0.12 -0.3824
C -0.06357 -4.67320 0.50112 0.20 0.11 -0.07 -0.8193
H 3.12322 -1.33520 -5.32042 0.03 0.03 -0.02 0.3758
H 4.38513 -1.69968 -4.11457 -0.01 0.04 -0.03 0.2465
H 3.09177 -0.55755 -3.72224 0.00 -0.01 -0.01 0.2624
H 2.69100 -3.54653 -4.27998 0.01 0.03 0.06 0.2719
H 1.41688 -2.38991 -3.85454 -0.05 -0.03 0.04 0.2829
H 1.81310 -5.48215 -0.20358 0.01 -0.01 -0.02 0.3100
H 0.88252 -4.62585 -1.43928 0.01 0.04 0.04 0.3219
H 0.22293 -4.68616 1.55356 -0.03 -0.02 0.00 0.1904
H -0.64572 -5.56928 0.26633 0.00 0.00 0.04 0.4027
H -0.67211 -3.78861 0.32413 -0.06 0.00 0.01 0.1267
C -2.03834 -0.81857 2.27477 0.71 -0.20 0.00 -1.0859
S -0.17688 -1.15568 2.26274 -0.97 0.17 0.45 0.6505
O 0.21576 -0.11091 1.24627 -0.14 0.04 0.63 -0.3549
C 0.23685 -0.65294 3.85164 0.10 -0.24 -0.40 0.1771
C 0.16255 0.71549 4.26874 -0.17 0.24 -0.01 -0.6724
C 0.47758 1.05758 5.55822 0.00 -0.11 0.05 -0.4213
C 0.87406 0.08902 6.50574 0.02 0.17 0.17 -0.6112
C 0.94653 -1.26611 6.09392 -0.03 -0.16 -0.08 -0.3477
C 0.64087 -1.62987 4.80968 0.00 -0.07 -0.07 -0.4757
H -2.13629 0.22745 2.55894 -0.06 0.02 -0.03 0.3502
H -2.49615 -1.47227 3.01800 0.01 0.01 0.00 0.3550
H -2.44932 -0.99559 1.28004 0.10 0.01 -0.01 0.3014
H -0.11941 1.46888 3.54192 0.07 0.02 0.02 0.3052
H 0.43108 2.09965 5.86097 -0.01 0.03 -0.05 0.3131
H 1.12946 0.37274 7.52000 -0.01 0.01 -0.02 0.3313
H 1.25475 -2.02681 6.80562 0.00 -0.02 -0.03 0.3119
H 0.69385 -2.66775 4.49226 0.07 0.00 0.07 0.2668
Br 0.82681 2.57676 -1.15193 -0.01 0.24 -0.17 -0.9238
```
Positions in Å, forces in eV/Å.

Results
M: 412.28 Da
2S+1: 2
calculated total energy: -4773.31828 a.u.
total charge: -2
highest occupied orbital energy (spin up / spin down): 1.367 / -2.239 eV
orbital gap (spin up / spin down): 3.57 / 7.16 eV

***

The following is a DFT calculation (wB97M-V/def2-TZVPD) of 3 unconnected molecules or ions with the total composition C11H18BrN5O4 at a distorted geometry.

```
39
Properties=species:S:1:pos:R:3:forces:R:3:mulliken_charge:R:1
C 3.88894 -2.59410 0.70881 -0.94 1.24 0.34 -0.7110
C 4.52619 -1.29235 1.41982 0.79 -1.18 -0.21 -0.1646
C 4.50265 0.02123 0.51190 1.00 -0.55 0.27 -0.7307
N 3.34257 0.93335 0.74362 -1.46 -1.18 0.31 -0.2950
C 2.10390 0.21322 0.98716 -0.11 -0.23 1.51 0.0069
C 1.54224 -0.02566 2.26053 -0.19 -0.33 -3.33 0.0233
Br 2.38278 0.66514 3.91524 -1.15 -0.78 -1.63 -0.0999
C 0.19872 -0.87974 2.28066 -0.56 0.23 2.63 0.3665
O -0.36971 -0.98149 3.38897 1.10 0.04 -2.96 -0.5681
C -0.41046 -1.59550 1.02076 1.47 0.58 -2.08 -0.3284
C 0.15716 -1.38036 -0.24372 0.27 0.57 3.18 -0.3712
C 1.38018 -0.37393 -0.31278 0.06 -0.16 -2.09 0.5197
O 1.77789 -0.04457 -1.44303 -0.70 -0.67 3.07 -0.5772
H 4.41394 -3.55198 0.99972 -0.55 1.18 -0.55 0.3506
H 2.78819 -2.67239 1.02846 1.53 -0.08 -0.48 0.0477
H 3.87196 -2.37968 -0.40413 0.23 -0.77 1.17 0.2094
H 5.62879 -1.55310 1.60356 -1.49 0.53 -0.17 0.3696
H 4.03637 -1.17855 2.43485 0.69 0.22 -1.22 0.1219
H 5.46226 0.60798 0.73601 -1.52 -0.64 -0.39 0.3798
H 4.55930 -0.30889 -0.57908 -0.26 0.60 1.36 0.2384
H 3.51486 1.60662 1.49549 -0.04 -0.62 -0.23 0.4231
H -1.31042 -2.28211 1.14975 1.39 1.22 0.16 0.3402
H -0.18518 -1.86317 -1.20323 0.44 0.81 1.26 0.4280
N -4.66337 1.46437 0.42151 -0.40 0.05 -0.44 -0.3992
C -3.45629 0.89142 0.64907 -0.18 0.08 0.05 0.6967
N -2.91899 1.15498 1.86631 0.51 -0.11 0.25 -0.3379
O -2.89547 0.18839 -0.18373 0.15 -0.01 0.10 -0.7295
H -5.14153 2.04283 1.08703 0.07 -0.05 -0.02 0.1540
H -5.09357 1.28964 -0.47347 0.03 -0.01 0.09 0.2422
H -2.02272 0.74547 2.07211 -0.17 0.04 0.09 0.1572
H -3.36278 1.72708 2.56052 0.00 -0.06 -0.05 0.1528
N -2.91536 1.34694 -2.83550 0.14 -0.06 0.39 -0.2563
C -3.90514 1.07240 -3.72033 0.05 -0.19 0.27 0.6310
N -3.86079 1.79699 -4.87055 -0.30 0.22 -0.72 -0.3872
O -4.77260 0.23780 -3.50203 -0.03 0.16 -0.05 -0.6538
H -2.19656 2.02820 -2.99635 -0.07 -0.05 -0.09 0.1497
H -2.91421 0.82632 -1.96539 0.08 0.00 0.04 0.2127
H -4.57983 1.62084 -5.55151 0.12 0.03 0.10 0.2284
H -3.15954 2.48570 -5.07013 -0.02 -0.07 0.05 0.1600
```
Positions in Å, forces in eV/Å.

Results
M: 364.20 Da
2S+1: 1
calculated total energy: -3578.68963 a.u.
total charge: 0
highest occupied orbital energy: -9.276 eV
orbital gap: 7.87 eV
SMILES: CCCNC1=C(Br)C(=O)C=CC1=O.NC(N)=O.NC(N)=O

***

The following is a DFT calculation (wB97M-V/def2-TZVPD) of a molecular structure, C11H18Cl2LuN2S at a distorted geometry.

```
35
Properties=species:S:1:pos:R:3:forces:R:3:mulliken_charge:R:1
Lu -0.44183 0.86994 -0.29443 0.96 0.43 -0.13 0.6077
Cl 0.27426 1.70161 -2.46719 0.71 0.65 -0.71 -0.6795
Cl -0.97185 2.09199 1.78253 0.52 0.58 1.25 -0.6570
C -2.55070 0.87479 -0.62547 -0.79 -0.58 -0.73 -1.0719
H -3.21146 0.85363 0.24353 -0.12 0.13 -0.21 0.2641
H -2.94232 1.46351 -1.46930 -0.21 -0.40 0.26 0.2568
C -1.15619 -1.29043 -0.34721 3.46 1.10 0.93 -0.6724
C -2.21034 -0.63759 -1.05816 -4.44 0.37 -1.31 0.2736
H -1.02382 -1.04479 0.73455 -0.69 -0.72 -0.10 0.5709
C -2.09483 -0.80095 -2.60392 0.30 -0.35 0.64 -0.3359
H -3.13973 -1.19844 -0.80299 -0.46 0.24 -0.44 0.2741
C -2.01249 -2.30696 -2.88927 -0.30 0.37 -0.20 -0.8233
H -2.96110 -0.33104 -3.09933 0.20 -0.23 0.23 0.3471
H -1.18941 -0.29365 -2.96946 -0.25 -0.19 0.01 0.0176
C -0.78321 -2.95309 -2.26846 0.58 0.10 0.32 -0.5505
H -2.91323 -2.76410 -2.46374 -0.04 -0.06 0.00 0.3276
H -2.04915 -2.49050 -3.96875 0.10 -0.12 0.00 0.3607
C -0.55405 -2.57058 -0.78030 0.30 -0.78 0.30 -0.4919
H -0.85804 -4.04417 -2.33443 -0.03 0.04 -0.05 0.3048
H 0.11533 -2.69305 -2.84339 -0.17 0.20 -0.02 0.2772
H -0.90176 -3.41138 -0.15499 -0.20 -0.20 -0.11 0.2873
H 0.52549 -2.50840 -0.55698 -0.10 -0.40 -0.27 0.0204
C 3.25148 2.77951 0.98537 -0.10 -0.06 -0.12 -0.7385
N 2.66016 2.07927 2.11769 -0.08 -0.43 -0.12 0.3438
C 2.72933 2.46775 3.44377 -0.40 -0.51 0.29 -0.1217
C 2.11816 1.50083 4.18295 0.30 0.41 -0.60 -0.5273
N 1.70297 0.52990 3.28998 0.04 -0.16 -0.31 0.0668
C 2.04998 0.86150 2.00964 0.63 0.05 0.46 -0.4676
S 1.98177 -0.09767 0.61246 0.35 0.04 0.72 -0.3614
H 4.16980 2.28069 0.64731 -0.26 0.03 0.13 0.3044
H 2.54206 2.79651 0.14711 0.19 0.01 0.28 0.2656
H 3.48539 3.79793 1.29780 -0.08 -0.09 -0.04 0.2984
H 3.20000 3.38985 3.73864 -0.10 -0.04 0.01 0.3946
H 1.96328 1.41947 5.24358 -0.08 0.05 -0.06 0.3883
H 1.19604 -0.32188 3.52090 0.23 0.51 -0.28 0.2473
```
Positions in Å, forces in eV/Å.

Results
M: 456.22 Da
2S+1: 1
calculated total energy: -3093.67930 a.u.
total charge: -1
highest occupied orbital energy: -2.064 eV
orbital gap: 4.69 eV

***

The following is a DFT calculation (wB97M-V/def2-TZVPD) of C11H18Cl2NO3P in the gas phase at a distorted geometry.

```
36
Properties=species:S:1:pos:R:3:forces:R:3:mulliken_charge:R:1
C -5.19290 0.65396 0.38046 1.03 3.04 0.24 -0.6074
C -3.87330 0.99562 0.39102 -1.37 -0.99 1.14 -0.2339
C -2.74760 -0.01942 0.72497 -0.99 1.91 -1.03 -0.2722
N -2.10929 -0.16595 -0.54359 4.00 -1.23 -0.82 -0.3380
P -0.71414 -1.21038 -0.71298 -0.42 3.84 -5.10 0.8329
O -0.23038 -1.11897 -2.15820 -0.86 -0.50 2.98 -0.7705
O -1.36225 -2.62536 -0.39952 1.99 -1.68 1.32 -0.3000
C -0.37468 -3.64957 -0.47181 -0.08 -0.43 -0.72 -0.4850
C -0.60646 -4.79835 -1.09625 -0.10 -0.01 -0.15 0.5419
Cl -2.05493 -5.25707 -1.84857 -0.79 0.28 -0.01 -0.1596
Cl 0.60220 -6.00351 -1.34176 0.39 0.25 0.41 -0.1799
O 0.45076 -0.77230 0.29473 -1.56 0.04 -0.45 -0.2943
C 1.14872 0.51706 -0.02185 1.74 -0.58 0.39 0.1878
C 1.42823 1.07596 1.34944 -0.44 1.06 1.40 -0.6254
C 2.03137 2.51518 1.28801 1.57 -1.61 -2.14 -0.8410
C 3.43158 2.30787 0.47185 -3.56 0.19 0.86 -0.7294
C 3.13313 1.69022 -0.87661 0.02 -2.06 -0.32 -0.5911
C 2.50828 0.21149 -0.72517 -0.25 2.27 3.19 -0.8400
H -5.93774 1.58031 0.31428 1.29 -2.66 -0.22 0.2115
H -5.46443 -0.37812 0.58352 -0.45 0.33 0.03 0.2943
H -3.55627 2.02960 0.15366 -0.11 -0.76 0.30 0.2907
H -2.07096 0.36824 1.49453 0.00 0.10 -0.27 0.1273
H -3.03078 -0.99568 0.99024 -1.37 -1.06 1.19 0.3269
H -2.73671 -0.34969 -1.31643 0.01 0.05 0.05 0.3568
H 0.67319 -3.49487 -0.19088 -0.66 0.54 0.36 0.3725
H 0.61994 1.30841 -0.58043 -0.67 -1.11 -0.15 0.3976
H 2.04985 0.35126 1.91351 -0.24 0.50 -0.19 0.2907
H 0.46599 1.18676 1.87502 0.18 -0.36 -0.01 0.2101
H 2.26622 2.97982 2.22318 -0.24 0.00 0.75 0.3786
H 1.28304 3.10952 0.74349 0.50 0.23 0.04 0.3442
H 3.94261 1.58629 1.10211 0.70 0.23 -0.09 0.3044
H 3.94176 3.23135 0.28991 0.54 0.49 0.39 0.3871
H 2.48131 2.31460 -1.52079 0.50 -0.26 0.33 0.3513
H 4.12667 1.59199 -1.28366 0.16 -0.09 -1.01 0.3504
H 2.36311 -0.41876 -1.54461 -0.05 -0.44 -1.74 0.4049
H 3.11490 -0.34751 0.04922 -0.43 0.49 -0.90 0.3057
```
Positions in Å, forces in eV/Å.

Results
M: 314.15 Da
2S+1: 1
calculated total energy: -1972.14862 a.u.
total charge: 0
highest occupied orbital energy: -9.524 eV
orbital gap: 10.27 eV
SMILES: C=CCN[P@](=O)(OC=C(Cl)Cl)OC1CCCCC1